Record 1
Here is a single C5H8N2 molecule from OMol25. Energies are from ωB97M-V with the def2-TZVPD basis set.

Energy above the lowest of the compared OMol25 structures with the same formula, charge and spin   54.7 kJ/mol
F_max   0.0079 Eh/bohr
SMILES   Cn1ccc(N)c1
M   96.13 g mol⁻¹
Energy   -304.8146 a.u.
HOMO   -7.438 eV
HOMO-LUMO gap   0.313 hartree
LUMO energy   1.09 eV

XYZ file:
```
15
Properties=species:S:1:pos:R:3:forces:R:3:mulliken_charge:R:1
C 2.3148 0.2420 -0.0089 -0.067 -0.075 -0.160 -0.8668
N 0.9083 -0.0956 -0.2104 -0.091 -0.032 0.182 0.1545
C 0.3753 -1.2807 0.2079 0.095 -0.001 -0.057 -0.5394
C -0.9831 -1.1480 0.3470 -0.029 -0.008 0.003 -0.6869
C -1.3076 0.2004 0.0107 0.248 -0.105 -0.033 0.8482
N -2.5951 0.7725 0.0903 -0.009 -0.016 -0.187 -0.5636
C -0.1274 0.8239 -0.3219 -0.006 0.047 -0.051 -0.8006
H 2.9888 -0.2565 -0.7224 -0.381 0.083 0.110 0.2739
H 2.4417 1.3207 -0.1125 -0.016 -0.141 0.024 0.3115
H 2.6025 -0.0599 1.0017 0.095 0.184 -0.094 0.3272
H 1.0270 -2.1252 0.3822 -0.139 0.039 0.063 0.4055
H -1.6735 -1.9224 0.6611 0.127 0.145 -0.089 0.3314
H -3.3291 0.1125 -0.1365 0.143 0.078 0.016 0.2488
H -2.6967 1.5926 -0.4940 0.018 -0.088 0.082 0.2361
H 0.0542 1.8237 -0.6944 0.012 -0.110 0.191 0.3202
```
Forces are in eV/Å.

Record 2
Here is an isolated ion of composition C4H9N3 and charge +2 from OMol25. Energies are from ωB97M-V with the def2-TZVPD basis set.

Energy above the lowest of the compared OMol25 structures with the same formula, charge and spin   367.9 kJ/mol
F_max   0.0782 Eh/bohr
SMILES   CC/C=[NH+]/N=C=[NH2+]
M   99.14 g mol⁻¹
Energy   -321.2603 a.u.
Total charge   +2
HOMO   -19.828 eV
HOMO-LUMO gap   0.349 hartree
LUMO energy   -10.32 eV

XYZ file:
```
16
Properties=species:S:1:pos:R:3:forces:R:3:mulliken_charge:R:1
C 2.9509 -0.3919 0.2545 0.744 0.451 0.195 -1.2131
C 1.7367 0.5290 -0.0381 0.325 -0.592 -0.605 -0.4663
C 0.2920 0.3993 -0.1907 0.248 -0.814 0.524 0.3391
N -0.4687 -0.6515 -0.3808 2.467 -1.845 -0.105 0.1010
N -1.7818 -0.6174 -0.3846 -3.654 1.013 1.339 -0.1180
C -2.8287 -0.1396 -0.0580 1.792 -1.072 -0.778 0.4047
N -4.0092 0.2444 0.1752 -2.090 0.230 1.232 -0.3265
H 3.8475 0.2635 0.0081 -1.139 -0.552 0.984 0.3363
H 3.1842 -1.2353 -0.3594 -0.735 -0.727 -0.664 0.4358
H 2.9006 -0.7190 1.2756 0.456 -0.021 0.562 0.3780
H 2.0816 0.6645 -1.0890 -0.675 1.497 -0.029 0.3156
H 1.8010 1.3502 0.6765 0.426 0.687 -0.798 0.2893
H -0.2926 1.2904 -0.0810 -0.091 0.726 -0.071 0.4290
H -0.0466 -1.6284 -0.3985 -0.748 1.340 -0.165 0.3819
H -4.7884 0.2966 -0.4762 0.631 0.068 -1.488 0.3475
H -4.5786 0.3451 1.0664 2.045 -0.389 -0.135 0.3656
```
Forces are in eV/Å.

Record 3
Here is a single C7H8ClNOS molecule from OMol25. Energies are from ωB97M-V with the def2-TZVPD basis set.

Energy above the lowest of the compared OMol25 structures with the same formula, charge and spin   87.1 kJ/mol
F_max   0.1285 Eh/bohr
M   189.67 g mol⁻¹
Energy   -1259.6967 a.u.
2S+1   3
HOMO (alpha / beta)   -5.264 / -9.688 eV
HOMO-LUMO gap (alpha / beta)   0.203 / 0.252 hartree
LUMO energy (alpha / beta)   0.27 / -2.83 eV

XYZ file:
```
19
Properties=species:S:1:pos:R:3:forces:R:3:mulliken_spin:R:1
C -1.6427 2.1806 0.7450 -3.163 0.928 1.787 0.1795
C -0.3545 2.2233 1.1027 3.455 -0.728 -1.172 -0.1000
C -2.1579 1.1309 0.0242 0.661 -2.258 -2.040 -0.0847
C 0.5748 1.2378 0.6203 -2.481 0.701 1.433 0.2748
C -1.3601 0.0196 -0.2173 0.567 1.785 -0.125 0.1627
C 0.0484 0.0241 0.1537 0.456 0.955 0.552 -0.0398
C 0.4046 -1.8081 -1.2027 1.014 -0.964 -1.481 -0.0083
N 0.9374 -0.9890 -0.0210 -4.724 -0.681 -4.569 0.5920
O 2.1823 -3.2116 0.8114 -0.468 -2.891 -1.657 0.1398
S 2.1928 -1.8232 1.1131 0.613 1.540 5.426 0.6452
Cl 3.6425 -0.8777 -0.1110 1.150 1.031 -1.687 0.1789
H -2.4403 2.8265 1.1782 1.158 0.293 -0.558 0.0048
H 0.1010 3.0790 1.5397 -0.050 0.644 0.560 -0.0033
H -3.0589 1.2170 -0.6052 0.102 -0.080 1.034 -0.0021
H 1.6190 1.4058 0.5935 0.908 0.032 0.415 0.0170
H -1.6871 -0.6105 -0.9946 -0.552 -1.214 -0.093 0.0056
H -0.2045 -1.1296 -1.9121 1.272 -1.268 1.211 0.0033
H -0.1642 -2.8284 -1.0826 1.109 2.122 0.599 0.0139
H 1.3673 -2.0663 -1.7353 -1.027 0.053 0.365 0.0208
```
Forces are in eV/Å.

Record 4
Here is a 2-piece molecular cluster, C6H11BrSi overall from OMol25. Energies are from ωB97M-V with the def2-TZVPD basis set.

Energy above the lowest of the compared OMol25 structures with the same formula, charge and spin   413.8 kJ/mol
F_max   0.0858 Eh/bohr
M   191.14 g mol⁻¹
Energy   -3098.5763 a.u.
HOMO (alpha / beta)   -8.048 / -8.047 eV
HOMO-LUMO gap (alpha / beta)   0.285 / 0.285 hartree
LUMO energy (alpha / beta)   -0.29 / -0.29 eV

XYZ file:
```
19
Properties=species:S:1:pos:R:3:forces:R:3:mulliken_charge:R:1
C -2.9505 -0.1368 1.2077 0.800 -1.001 -1.099 -0.6456
C 2.7503 0.6305 1.7691 0.398 0.903 4.001 -0.3435
C -2.1691 0.1506 0.1692 0.360 0.725 -1.445 -0.1204
C 1.4705 0.7113 1.9288 -3.765 -0.440 -0.239 -0.4900
C 0.5537 0.5639 -2.1301 -0.028 2.252 -3.785 -1.1431
C 0.3777 -0.7644 -1.5706 -2.672 0.728 2.114 -0.5437
Si -0.4449 -0.5646 0.0842 1.962 -0.593 2.258 0.4494
Br -0.5734 -2.8117 0.8039 -0.017 1.217 -0.095 -0.3708
H -3.9764 0.0325 1.0659 -1.376 0.588 0.535 0.2798
H -2.6296 -0.8396 1.9711 -0.006 0.387 0.207 0.2158
H 3.5075 0.7778 2.6077 -1.016 0.206 -1.183 0.2108
H 3.0405 0.2162 0.9180 1.968 -1.630 -3.598 0.2388
H -2.5613 0.7372 -0.7454 0.547 -0.878 1.660 0.2605
H 0.8785 1.0610 2.7968 0.523 -0.257 -0.599 0.2275
H 0.1685 0.4605 -3.1822 0.805 0.511 0.454 0.3131
H -0.0078 1.4472 -1.8290 -0.129 -0.174 0.901 0.3372
H 1.6057 0.8487 -2.1892 -0.158 0.151 0.048 0.2846
H 1.2967 -1.2032 -1.5407 2.161 -1.843 0.382 0.4262
H -0.3366 -1.3170 -2.1352 -0.356 -0.852 -0.517 0.4134
```
Forces are in eV/Å.

Record 5
Here is a single C3H7N3S2 molecule from OMol25. Energies are from ωB97M-V with the def2-TZVPD basis set.

Energy above the lowest of the compared OMol25 structures with the same formula, charge and spin   416.3 kJ/mol
F_max   0.0971 Eh/bohr
SMILES   C/N=C\NC(=S)NS
M   149.24 g mol⁻¹
Energy   -1079.0083 a.u.
HOMO   -8.671 eV
HOMO-LUMO gap   0.326 hartree
LUMO energy   0.20 eV

XYZ file:
```
15
Properties=species:S:1:pos:R:3:forces:R:3:mulliken_charge:R:1
C -1.5047 -1.3518 1.3075 -1.529 0.489 -0.528 -0.6438
N -1.8332 -1.4857 -0.1532 2.129 1.413 0.812 -0.3618
C -0.9181 -1.1162 -0.9642 0.847 -2.338 -1.849 -0.1504
N 0.5295 -0.7971 -0.9207 1.072 0.145 0.564 -0.2148
C 1.1313 0.2013 -0.1745 -1.696 -1.826 0.166 0.1044
S 2.7920 -0.0804 0.2878 -2.405 1.478 -0.573 -0.3322
N 0.1396 1.1142 0.2974 4.026 2.283 1.868 -0.2305
S -1.4283 1.6903 -0.1841 0.668 -0.563 -0.053 -0.1018
H -2.0105 -2.3916 1.6855 2.144 2.520 -0.144 0.3012
H -2.3790 -0.4863 1.7124 3.036 -2.410 -0.668 0.2577
H -0.2604 -1.0203 1.3475 -4.006 -1.387 1.077 0.3129
H -1.0442 -1.4064 -2.0042 -0.782 0.327 -0.135 0.3780
H 1.2853 -1.4061 -1.4123 -2.363 1.125 1.099 0.2644
H 0.7103 1.8684 0.8492 -1.846 -1.829 -1.127 0.2862
H -2.2226 0.8629 0.5850 0.705 0.574 -0.510 0.1306
```
Forces are in eV/Å.

Record 6
Here is a single C4H2Cl4O molecule from OMol25. Energies are from ωB97M-V with the def2-TZVPD basis set.

Energy above the lowest of the compared OMol25 structures with the same formula, charge and spin   85.0 kJ/mol
F_max   0.0657 Eh/bohr
M   207.87 g mol⁻¹
Energy   -2069.5478 a.u.
HOMO   -9.321 eV
HOMO-LUMO gap   0.340 hartree
LUMO energy   -0.06 eV

XYZ file:
```
11
Properties=species:S:1:pos:R:3:forces:R:3:mulliken_charge:R:1
C 1.0277 0.1139 0.6650 0.007 2.453 0.899 0.3989
C 0.5582 -0.9635 -0.2339 0.513 -0.238 -1.874 -0.6712
C -0.0951 1.2356 0.2392 -0.708 -2.193 -0.717 0.2038
C -0.9018 -0.6140 -0.3408 0.741 2.883 1.597 0.3461
O 1.8595 0.2351 1.5200 -0.994 -0.489 -1.048 -0.4795
Cl 0.0464 2.1546 -1.2946 0.283 -0.658 1.217 -0.1241
Cl -0.7811 2.1910 1.5464 0.383 -0.760 -0.824 -0.1060
Cl -1.7213 -0.5839 -1.8442 0.170 -0.137 -0.044 -0.0968
Cl -1.8910 -1.1241 1.0043 0.150 -0.147 -0.198 -0.1388
H 1.0538 -0.6574 -1.2027 -0.548 -0.387 0.615 0.2749
H 0.8447 -1.9872 -0.0588 0.002 -0.326 0.378 0.3928
```
Forces are in eV/Å.